1.
The following is a DFT calculation (wB97M-V/def2-TZVPD) of C10H20N2O3 as an isolated structure in a non-equilibrium geometry.

Structure (ORCA input):
```
! wB97M-V def2-TZVPD RIJCOSX def2/J DEFGRID3
* xyz 0 1
C -1.4613 -0.2584 -0.4946
C -0.8832 0.3131 0.8080
C -2.9702 -0.3145 -0.6831
C -3.5645 1.0675 -0.8854
C -3.8444 -0.7845 0.5308
C 1.4587 -0.0247 -0.0028
C 1.6218 -1.4286 0.3725
C 2.7707 0.7001 0.3167
C 3.9807 0.0564 -0.5648
C 2.6893 2.2561 -0.0526
H -0.9666 -2.3807 -0.9790
H -1.2451 -1.9658 0.5709
H -0.9336 0.1865 -1.3099
H -3.0284 -0.8665 -1.5485
H -3.4524 1.5803 0.1897
H -4.5760 1.2967 -1.2903
H -2.8928 1.5655 -1.4906
H -4.8783 -1.3546 -0.1822
H -2.9876 -1.7775 1.8053
H -4.2857 0.6602 1.2797
H 1.0054 0.3761 1.8905
H 1.1813 0.1434 -1.0925
H 2.7822 0.8170 1.5062
H 3.8219 0.4452 -1.6301
H 4.1361 -1.0264 -0.3308
H 4.8160 0.5251 0.0880
H 1.9317 2.3172 -0.9952
H 3.7921 2.6091 0.1265
H 2.0518 2.8077 0.8770
H 2.5794 -3.0315 -0.0523
N -0.8562 -1.5704 -0.3137
N 0.5810 0.3422 1.0217
O -1.6298 0.7824 1.6726
O 0.9864 -1.8790 1.4770
O 2.2697 -2.1847 -0.6348
*
```

Calculated values
- LUMO energy (eV) = 0.27
- frontier orbital gap (Eh) = 0.3385
- E_tot (Eh) = -727.8407



2.
The following is a DFT calculation (wB97M-V/def2-TZVPD) of one molecule with the formula C10H20N2O3S in a non-equilibrium geometry.

Structure (ORCA input):
```
! wB97M-V def2-TZVPD RIJCOSX def2/J DEFGRID3
* xyz 0 1
C 1.8152 -0.9708 1.8795
C 1.8815 0.2714 1.0033
C 0.5054 -0.7464 2.6758
C 0.2505 -2.0369 3.5583
C 0.7712 0.5613 3.4862
C 0.0766 -0.5506 -0.8002
C 0.3025 -1.2980 -2.1916
C -1.3030 0.3124 -0.6764
C -1.3509 1.4724 -1.5656
C -4.1028 1.1477 -2.5314
H 3.6011 -1.3877 1.6307
H 3.4620 -0.5080 3.2037
H 1.5505 -1.8512 1.1695
H -0.4268 -0.8192 2.0244
H 1.1624 -2.4445 3.9656
H -0.3235 -2.8209 2.8488
H -0.6233 -1.8939 4.2910
H 1.6857 0.6526 4.1790
H -0.1411 1.1181 4.0111
H 1.0110 1.4131 2.7333
H 1.2082 1.1594 -0.5463
H -0.2610 -1.3883 -0.2266
H -1.9495 -0.5450 -0.9716
H -1.3355 0.5605 0.3084
H -0.7007 2.2879 -1.3432
H -1.1209 1.1043 -2.5589
H -4.6106 0.3130 -1.8550
H -3.5057 0.8167 -3.3981
H -5.0164 1.7714 -2.9585
H 1.8834 -0.3990 -1.9886
N 2.9909 -1.3366 2.5814
N 1.2945 0.1632 -0.3067
O 2.6607 1.1071 1.1779
O -0.5882 -1.9884 -2.6614
O 1.5067 -1.1030 -2.6715
S -2.9537 2.3734 -1.6394
*
```

Calculated values
- LUMO energy (eV) = 0.41
- frontier orbital gap (Eh) = 0.3439
- E_tot (Eh) = -1126.3472



3.
The following is a DFT calculation (wB97M-V/def2-TZVPD) of a 2-piece molecular cluster, C10H20N2O3S overall in a non-equilibrium geometry.

Structure (ORCA input):
```
! wB97M-V def2-TZVPD RIJCOSX def2/J DEFGRID3
* xyz 0 1
C -1.0227 -1.8088 0.9827
C -0.0103 -1.3633 -0.1302
C -2.2383 -0.8436 1.1498
C -2.7582 -0.2533 -0.2617
C -4.6618 0.5474 -1.8827
C 1.9282 0.1806 -0.5805
C 2.9805 -0.9724 -0.9008
C 2.5201 1.1965 0.3094
C 1.6273 2.2571 1.0224
C 3.4035 2.1247 -0.5106
H -1.0860 -1.3688 2.8940
H 0.1151 -2.6581 2.5495
H -1.4611 -2.7790 0.6269
H -2.0456 -0.0110 2.0856
H -3.1753 -1.7191 1.5283
H -1.8419 0.3050 -0.7854
H -2.9671 -1.2275 -1.1089
H -5.8784 0.7039 -2.1319
H -4.1532 -0.6759 -2.4644
H -3.8355 1.3123 -2.3483
H 0.8355 -0.5749 1.3139
H 1.2795 0.6567 -1.4069
H 3.1213 0.5380 1.1124
H 2.2675 2.9651 1.5974
H 1.0505 1.8699 1.7433
H 0.9297 2.9694 0.5117
H 4.4299 1.5670 -0.7330
H 3.4366 3.1136 0.2012
H 2.9559 2.3522 -1.4964
H 1.5940 -1.9423 -1.9292
N -0.3224 -1.6778 2.2609
N 0.9908 -0.5632 0.2979
O -0.1777 -1.7152 -1.3318
O 4.1561 -1.0098 -0.5060
O 2.5044 -2.1331 -1.5332
S -4.4911 0.6377 -0.1456
*
```

Calculated values
- LUMO energy (eV) = 0.48
- frontier orbital gap (Eh) = 0.3441
- E_tot (Eh) = -1126.2499



4.
The following is a DFT calculation (wB97M-V/def2-TZVPD) of one molecule with the formula C10H20N2O4 in a non-equilibrium geometry.

Structure (ORCA input):
```
! wB97M-V def2-TZVPD RIJCOSX def2/J DEFGRID3
* xyz 0 1
C 2.3653 -1.2165 -0.1890
C 1.1253 -0.5512 -0.8016
C 2.9223 -0.4848 1.0334
C 3.1072 0.9680 0.6899
C -1.1332 0.4564 -0.3136
C -0.7254 1.8475 -0.0193
C -2.5223 -0.1194 0.2658
C -3.5831 0.8863 -0.2347
C -2.8189 -1.5769 -0.1596
C -4.1311 -2.2220 0.4320
H 3.1074 -2.3282 -1.5998
H 3.5252 -0.7966 -1.8719
H 2.0269 -2.1647 0.2165
H 3.9316 -0.9286 1.3437
H 1.4144 0.1202 2.1527
H 3.9822 1.1441 -0.0069
H 2.1378 1.4118 0.3703
H 3.2715 1.5172 1.6622
H 0.1463 -0.6423 0.9928
H -1.1054 0.4734 -1.4450
H -2.3283 0.0039 1.3697
H -3.1762 1.8984 -0.1059
H -4.5144 0.8383 0.4234
H -3.8370 0.7729 -1.2992
H -1.9372 -2.1653 -0.0268
H -2.9458 -1.5143 -1.2873
H -4.1398 -2.4297 1.5199
H -5.0669 -1.7296 0.1730
H -4.3408 -3.2828 0.0894
H 0.0511 2.0567 -1.7507
N 3.4027 -1.5140 -1.1095
N 0.0843 -0.2605 0.0709
O 1.1859 -0.1077 -1.9332
O 1.8903 -0.7492 2.0411
O -0.7444 2.3731 1.1233
O -0.1129 2.5142 -0.9649
*
```

Calculated values
- LUMO energy (eV) = 0.66
- frontier orbital gap (Eh) = 0.3845
- E_tot (Eh) = -803.4987



5.
The following is a DFT calculation (wB97M-V/def2-TZVPD) of C10H20N2PRuS as an isolated structure in a non-equilibrium geometry.

Structure (ORCA input):
```
! wB97M-V def2-TZVPD RIJCOSX def2/J DEFGRID3
* xyz 0 6
C 2.3342 -0.3390 -3.0837
C 3.0530 -1.4255 -3.6814
C 2.1145 -2.1953 -4.4076
C 0.8355 -1.6012 -4.3177
C 0.9490 -0.4212 -3.4911
Ru -0.3006 1.1291 -1.5539
P 1.0309 2.8322 -0.9838
H 2.7153 0.4295 -2.4297
H 4.1000 -1.6379 -3.5420
H 2.3465 -3.0987 -4.9737
H 0.1749 0.3525 -3.2537
H -0.1059 -1.9984 -4.6889
H 0.7489 4.0605 -1.6512
H 2.4448 2.7771 -1.2098
H 1.0336 3.3043 0.3783
C -3.0417 -1.4173 2.4598
C -1.6140 -1.4113 2.9487
N -0.5907 -1.2608 1.8735
C -0.7989 -0.4654 0.7795
S -0.6966 -1.0409 -0.8127
N -1.1463 0.8055 0.9572
C -0.9490 1.5409 2.2247
C 0.4271 1.3583 2.8026
H -3.3497 -0.4464 2.0593
H -3.6986 -1.6493 3.3037
H -3.1939 -2.1880 1.6964
H -1.4417 -0.6220 3.6885
H -1.3841 -2.3658 3.4376
H -0.1404 -2.1412 1.6229
H -1.2932 1.3679 0.0806
H -1.1373 2.5873 1.9740
H -1.7342 1.2072 2.9101
H 1.1887 1.7961 2.1483
H 0.4636 1.8794 3.7661
H 0.6564 0.2981 2.9693
*
```

Calculated values
- LUMO energy (alpha / beta) (eV) = 0.58 / -1.76
- frontier orbital gap (alpha / beta) (Eh) = 0.1637 / 0.2191
- E_tot (Eh) = -1336.6884



6.
The following is a DFT calculation (wB97M-V/def2-TZVPD) of one molecule with the formula C10H20N6OS2 in a non-equilibrium geometry.

Structure (ORCA input):
```
! wB97M-V def2-TZVPD RIJCOSX def2/J DEFGRID3
* xyz 0 1
S 0.4281 -2.7163 -4.0882
S -0.5754 5.9374 -1.1128
N -0.5326 -1.4057 -1.6539
N -0.1800 2.0552 -0.8177
O -0.9980 0.2723 1.3575
C -0.0232 -3.5667 -2.7194
C 0.0913 4.4456 -0.8216
C -0.3711 -0.4089 -0.7921
C -0.7737 0.8944 -1.2292
N -0.2322 -2.7185 -1.4975
N -0.6610 3.3027 -1.0747
N 0.4720 -4.8205 -2.4293
N 1.3018 4.5368 -0.1934
C 0.0844 -5.6565 -1.3318
C 2.3527 3.5184 0.0543
C -2.2909 1.0515 3.1663
C 1.2836 -0.0352 1.0961
C -1.2385 0.0949 2.7712
C -0.0572 -0.5583 0.7338
H -1.6576 0.9319 -1.8187
H -0.1153 -3.1174 -0.5387
H -1.2622 3.4688 -1.9011
H 0.5715 -5.4188 -3.2416
H 1.3942 5.4754 0.2136
H 0.8229 -6.4248 -1.4382
H 0.1875 -5.1164 -0.3816
H -0.9890 -5.9079 -1.4573
H 2.4265 2.9287 -0.8454
H 2.1440 3.0301 0.9886
H 3.2295 4.0387 0.2354
H -2.2575 0.9907 4.3040
H -2.1583 2.0906 2.7724
H -3.3368 0.7731 2.9938
H 1.9820 -0.4224 0.3376
H 1.4251 1.0631 1.1430
H 1.6028 -0.4240 2.0156
H -0.3374 0.2668 3.2889
H -1.5884 -0.8979 2.7984
H -0.1635 -1.5512 1.1139
*
```

Calculated values
- LUMO energy (eV) = -0.21
- frontier orbital gap (Eh) = 0.2790
- E_tot (Eh) = -1593.0012



7.
The following is a DFT calculation (wB97M-V/def2-TZVPD) of an isolated ion of composition C10H20NO and charge +1 in a non-equilibrium geometry.

Structure (ORCA input):
```
! wB97M-V def2-TZVPD RIJCOSX def2/J DEFGRID3
* xyz 1 1
C -1.9132 0.4728 0.0635
C 0.3059 0.0069 0.4862
C -1.4698 -1.0416 0.0586
C -0.5269 1.1455 -0.0366
C -1.8768 -1.8708 1.1547
C -1.5675 -1.6999 -1.2772
C -0.2859 1.6382 -1.5190
C -0.4552 2.3934 0.9212
C 2.8004 0.6616 0.6685
C 1.9523 -1.4367 -0.2530
N 1.6411 -0.0016 -0.0236
O -2.9255 0.9738 0.4126
H 0.1867 -0.2185 1.5419
H -2.7202 -1.4705 1.6311
H -1.1741 -2.0267 1.9433
H -2.0852 -2.8629 0.7097
H -0.8084 -1.3944 -1.9979
H -2.6631 -1.6520 -1.6407
H -1.3866 -2.7121 -1.1363
H -0.6015 0.9490 -2.2558
H 0.7864 1.8175 -1.7200
H -0.7680 2.5219 -1.6515
H -0.3804 1.9584 1.9314
H -1.3970 2.9426 0.9059
H 0.3228 3.0210 0.7301
H 2.3760 1.5780 0.9359
H 3.2740 0.2111 1.4668
H 3.4277 0.9877 -0.1941
H 2.8970 -1.5014 -0.6787
H 2.1191 -1.8955 0.6835
H 1.2334 -1.9441 -0.9107
H 1.6825 0.4495 -0.9498
*
```

Calculated values
- LUMO energy (eV) = -3.01
- frontier orbital gap (Eh) = 0.3600
- E_tot (Eh) = -522.6370